Record 1
This record from the OMol25 dataset describes a cluster of 10 separate species, C36H108N12O10P4S6 in total. The level of theory is ωB97M-V/def2-TZVPD.

Kohn-Sham gap: 0.2829 Eh
energy relative to the best compared isomer or geometry (same formula, charge and spin): 57.43 kcal/mol
DFT total energy: -6600.2638 a.u.
HOMO: -7.51 eV
spin multiplicity: 1

Last column: Mulliken charge in e.
Geometry (Å):
O (8.41, 2.36, -0.91)  -0.855
P (7.36, 1.40, -1.39)  0.383
N (5.82, 1.44, -0.63)  0.538
C (4.65, 2.23, -1.21)  -1.038
C (5.82, 1.43, 0.84)  -1.140
N (7.92, -0.25, -1.14)  0.207
C (7.07, -1.41, -1.24)  -0.900
C (9.37, -0.56, -1.44)  -1.022
N (6.96, 1.37, -3.04)  0.394
C (7.88, 2.09, -3.93)  -0.987
C (6.05, 0.46, -3.75)  -1.148
H (4.83, 3.27, -1.47)  0.271
H (3.84, 2.12, -0.49)  0.384
H (4.24, 1.72, -2.08)  0.215
H (4.98, 0.81, 1.14)  0.278
H (5.87, 2.49, 1.10)  0.350
H (6.72, 0.93, 1.20)  0.398
H (7.41, -2.10, -0.47)  0.388
H (6.07, -1.07, -0.96)  0.162
H (7.05, -1.97, -2.17)  0.253
H (9.94, 0.34, -1.21)  0.289
H (9.78, -1.41, -0.90)  0.316
H (9.40, -0.89, -2.48)  0.333
H (7.35, 2.27, -4.86)  0.322
H (8.20, 3.00, -3.43)  0.311
H (8.80, 1.54, -4.11)  0.298
H (5.42, 1.00, -4.45)  0.441
H (5.39, -0.01, -3.02)  0.251
H (6.67, -0.28, -4.25)  0.309
O (-0.93, -5.53, 6.07)  -0.906
P (-0.02, -4.37, 5.87)  0.319
N (1.04, -4.45, 4.50)  0.418
C (1.88, -3.29, 4.04)  -0.770
C (1.27, -5.69, 3.75)  -1.045
N (1.22, -4.23, 7.09)  0.326
C (1.92, -3.00, 7.42)  -0.800
C (1.70, -5.43, 7.79)  -1.063
N (-0.75, -2.81, 5.82)  0.544
C (-1.42, -2.22, 6.98)  -1.070
C (-1.35, -2.42, 4.53)  -0.524
H (2.95, -3.40, 4.23)  0.368
H (1.66, -2.32, 4.49)  -0.084
H (1.83, -3.13, 2.96)  0.374
H (2.29, -5.73, 3.35)  0.339
H (0.54, -5.62, 2.95)  0.245
H (1.10, -6.51, 4.45)  0.314
H (2.99, -3.23, 7.36)  0.472
H (1.64, -2.24, 6.69)  -0.013
H (1.64, -2.69, 8.43)  0.322
H (1.03, -5.90, 8.51)  0.304
H (1.92, -6.22, 7.07)  0.286
H (2.64, -5.27, 8.32)  0.400
H (-2.37, -2.75, 7.12)  0.273
H (-0.86, -2.50, 7.87)  0.387
H (-1.50, -1.15, 6.83)  0.281
H (-1.25, -1.34, 4.41)  0.088
H (-2.37, -2.78, 4.39)  0.389
H (-0.88, -3.00, 3.74)  -0.166
O (-2.34, 1.22, -5.17)  -0.851
P (-3.55, 0.49, -5.53)  0.129
N (-4.73, 0.45, -4.29)  0.324
C (-4.39, -0.20, -3.05)  -1.143
C (-5.81, 1.50, -4.19)  -1.107
N (-3.29, -1.23, -5.74)  0.271
C (-1.96, -1.69, -5.45)  -0.512
C (-4.34, -2.22, -5.74)  -1.263
N (-4.33, 0.97, -7.02)  0.309
C (-5.58, 0.36, -7.56)  -1.149
C (-3.41, 1.62, -8.02)  -0.938
H (-5.10, 0.01, -2.24)  0.469
H (-3.44, 0.21, -2.72)  0.444
H (-4.35, -1.28, -3.16)  0.239
H (-6.07, 1.83, -5.20)  0.357
H (-5.66, 2.36, -3.54)  0.295
H (-6.74, 1.01, -3.89)  0.400
H (-2.00, -1.59, -4.36)  0.245
H (-1.85, -2.73, -5.73)  0.509
H (-1.20, -1.02, -5.85)  -0.190
H (-4.25, -2.76, -6.68)  0.277
H (-4.09, -2.96, -4.98)  0.517
H (-5.29, -1.70, -5.61)  0.414
H (-6.04, 1.06, -8.26)  0.444
H (-5.36, -0.56, -8.10)  0.331
H (-6.42, 0.20, -6.89)  0.338
H (-3.76, 1.63, -9.06)  0.387
H (-2.49, 1.04, -7.97)  0.154
H (-3.43, 2.62, -7.60)  0.348
O (0.56, -0.66, 1.98)  -0.562
P (-0.43, -0.57, 0.86)  -0.147
N (0.27, 0.05, -0.59)  0.396
C (1.69, -0.22, -0.79)  -1.066
C (-0.42, 0.19, -1.89)  -0.948
N (-1.72, 0.43, 1.15)  0.512
C (-1.39, 1.91, 1.21)  -1.113
C (-2.83, -0.08, 2.00)  -1.141
N (-1.08, -2.17, 0.45)  0.516
C (-2.03, -2.33, -0.70)  -1.066
C (-0.35, -3.41, 0.78)  -0.562
H (2.07, 0.28, -1.69)  0.472
H (1.73, -1.30, -0.88)  0.252
H (2.23, 0.16, 0.07)  0.111
H (-0.06, 1.10, -2.36)  0.560
H (-1.47, 0.37, -1.68)  0.312
H (-0.23, -0.60, -2.62)  0.032
H (-0.88, 2.16, 2.14)  0.268
H (-0.83, 2.20, 0.33)  0.342
H (-2.31, 2.49, 1.20)  0.347
H (-3.18, -1.06, 1.69)  0.312
H (-2.39, -0.13, 3.00)  0.398
H (-3.66, 0.63, 1.97)  0.361
H (-1.62, -2.61, -1.67)  0.084
H (-2.72, -3.16, -0.53)  0.577
H (-2.70, -1.47, -0.80)  0.261
H (0.26, -3.43, 1.67)  -0.378
H (0.34, -3.56, -0.05)  0.201
H (-1.08, -4.21, 0.89)  0.513
C (1.21, 0.43, 5.43)  -0.392
S (2.94, 0.96, 5.17)  0.308
O (3.89, -0.30, 5.03)  -0.612
C (2.80, 1.68, 3.42)  -0.286
H (0.53, 1.27, 5.40)  0.564
H (1.17, -0.09, 6.39)  0.371
H (1.03, -0.19, 4.55)  -0.319
H (1.75, 1.95, 3.30)  -0.025
H (3.04, 0.90, 2.70)  -0.023
H (3.45, 2.54, 3.35)  0.468
C (0.43, 1.19, -6.28)  -0.324
S (1.02, 2.89, -6.43)  0.482
O (2.21, 3.07, -5.44)  -0.609
C (1.53, 2.96, -8.25)  -0.965
H (-0.03, 1.07, -5.30)  -0.180
H (1.24, 0.48, -6.44)  0.501
H (-0.36, 1.03, -7.01)  0.105
H (1.68, 1.92, -8.51)  0.288
H (2.24, 3.76, -8.48)  0.382
H (0.70, 3.29, -8.87)  0.334
C (-2.72, 8.76, 0.67)  -0.982
S (-3.13, 7.40, 1.87)  0.492
O (-4.42, 6.69, 1.47)  -0.636
C (-1.69, 6.29, 1.51)  -0.703
H (-2.74, 8.43, -0.37)  0.308
H (-1.74, 9.10, 1.01)  0.351
H (-3.42, 9.57, 0.84)  0.337
H (-0.75, 6.62, 1.95)  0.409
H (-1.49, 6.12, 0.45)  0.384
H (-1.89, 5.31, 1.95)  0.009
C (-5.08, 3.82, 3.47)  -0.681
S (-3.96, 3.92, 4.95)  0.570
O (-2.51, 3.81, 4.46)  -0.631
C (-4.11, 5.68, 5.24)  -0.892
H (-6.14, 3.86, 3.73)  0.446
H (-5.00, 2.93, 2.85)  0.163
H (-4.84, 4.61, 2.76)  0.175
H (-5.07, 6.03, 4.87)  0.356
H (-3.25, 6.20, 4.81)  0.188
H (-4.08, 5.82, 6.32)  0.388
C (-5.03, 0.01, 4.32)  -0.461
S (-4.94, -0.48, 6.05)  0.646
O (-5.83, 0.44, 6.89)  -0.694
C (-5.90, -1.98, 5.78)  -1.094
H (-4.60, -0.77, 3.69)  0.170
H (-4.44, 0.92, 4.19)  -0.187
H (-6.09, 0.22, 4.19)  0.520
H (-5.90, -2.79, 6.50)  0.365
H (-5.66, -2.48, 4.84)  0.330
H (-6.91, -1.58, 5.68)  0.397
C (2.09, -2.76, -4.96)  -1.178
S (0.97, -3.26, -3.56)  0.985
O (-0.04, -4.29, -4.02)  -0.697
C (2.22, -4.27, -2.65)  -1.309
H (1.48, -2.78, -5.86)  0.365
H (2.94, -3.40, -5.19)  0.396
H (2.52, -1.76, -4.91)  0.300
H (2.88, -3.63, -2.06)  0.348
H (2.81, -4.91, -3.31)  0.427
H (1.72, -4.92, -1.94)  0.350

Record 2
This record from the OMol25 dataset describes a structure of composition C36H23CaCl7N2O6PS. The level of theory is ωB97M-V/def2-TZVPD.

Kohn-Sham gap: 0.2590 Eh
energy relative to the best compared isomer or geometry (same formula, charge and spin): 8.19 kcal/mol
DFT total energy: -6585.5729 a.u.
charge: -1
HOMO: -4.84 eV
spin multiplicity: 1

Last column: Mulliken charge in e.
Geometry (Å):
Ca (-0.29, -0.70, 1.05)  1.264
Cl (3.70, 2.79, 6.52)  -0.230
C (2.53, 2.18, 5.40)  0.210
C (2.75, 0.97, 4.74)  0.066
Cl (4.18, 0.05, 5.07)  -0.211
C (1.83, 0.50, 3.81)  0.725
Cl (2.06, -1.03, 3.02)  -0.178
C (0.66, 1.22, 3.47)  -0.650
O (-0.14, 0.83, 2.56)  -0.714
C (0.43, 2.40, 4.22)  0.206
Cl (-1.07, 3.22, 3.96)  -0.175
C (1.36, 2.88, 5.14)  0.244
Cl (1.05, 4.36, 5.97)  -0.215
Cl (-2.57, -2.32, -0.16)  -0.028
C (-3.56, -3.05, 1.10)  0.827
C (-4.71, -3.68, 0.65)  -0.691
C (-5.55, -4.28, 1.57)  -0.340
C (-5.21, -4.25, 2.91)  -0.764
C (-4.05, -3.61, 3.32)  0.200
Cl (-3.71, -3.63, 5.03)  -0.226
C (-3.15, -2.97, 2.44)  -0.468
S (-1.70, -2.20, 3.00)  -0.311
H (-4.93, -3.68, -0.40)  0.400
H (-6.46, -4.78, 1.24)  0.347
H (-5.84, -4.71, 3.66)  0.398
C (-0.34, -4.96, 0.89)  -1.037
C (0.72, -4.15, 0.23)  -0.113
N (0.83, -2.84, 0.28)  0.434
C (1.94, -2.50, -0.46)  -0.045
C (2.51, -3.64, -0.98)  -0.125
N (1.71, -4.67, -0.53)  0.008
C (3.65, -3.99, -1.86)  0.465
O (4.42, -3.02, -2.27)  -0.580
O (3.81, -5.15, -2.18)  -0.677
C (2.35, -1.07, -0.60)  0.463
O (3.42, -0.80, -1.18)  -0.970
O (1.55, -0.23, -0.11)  0.226
H (-0.85, -4.33, 1.62)  -0.001
H (0.09, -5.82, 1.40)  0.434
H (-1.06, -5.31, 0.15)  0.272
H (1.88, -5.63, -0.76)  0.220
H (4.10, -2.13, -1.91)  0.453
O (-1.19, 0.62, -0.60)  -1.025
P (-0.40, 1.65, -1.36)  1.546
C (-1.56, 2.75, -2.20)  0.450
C (-2.82, 2.24, -2.52)  -0.598
C (-3.73, 3.02, -3.22)  -0.615
C (-3.39, 4.30, -3.61)  -0.453
C (-2.14, 4.82, -3.29)  -0.700
C (-1.23, 4.05, -2.59)  -0.307
C (0.55, 0.90, -2.70)  0.351
C (0.32, -0.44, -2.97)  -0.410
C (1.01, -1.08, -3.99)  -0.621
C (1.93, -0.37, -4.75)  -0.609
C (2.14, 0.98, -4.50)  -0.769
C (1.45, 1.62, -3.48)  -0.072
C (0.67, 2.70, -0.38)  0.781
C (0.06, 3.59, 0.51)  -0.600
C (0.83, 4.37, 1.35)  -0.802
C (2.22, 4.25, 1.33)  -0.529
C (2.83, 3.35, 0.46)  -0.822
C (2.06, 2.57, -0.39)  -0.334
H (-3.08, 1.24, -2.20)  0.385
H (-4.70, 2.61, -3.46)  0.408
H (-4.10, 4.91, -4.16)  0.375
H (-1.88, 5.83, -3.59)  0.401
H (-0.26, 4.46, -2.33)  0.340
H (-0.38, -1.00, -2.35)  0.465
H (0.85, -2.13, -4.17)  0.459
H (2.48, -0.87, -5.53)  0.392
H (2.86, 1.53, -5.09)  0.400
H (1.63, 2.67, -3.29)  0.387
H (-1.02, 3.66, 0.56)  0.435
H (0.35, 5.04, 2.05)  0.475
H (2.82, 4.84, 2.01)  0.420
H (3.90, 3.24, 0.47)  0.449
H (2.53, 1.83, -1.01)  0.238

Question: What is the formula in the first record?
Answer: C36H108N12O10P4S6